{"formula": "C36H65Cl32F3I3N3O11P2", "method": "the ωB97M-V functional and the def2-TZVPD basis", "species": ["C", "C", "O", "C", "C", "O", "C", "I", "N", "C", "O", "C", "C", "F", "N", "C", "O", "F", "C", "O", "F", "C", "I", "C", "C", "C", "I", "N", "C", "C", "P", "O", "O", "C", "C", "O", "C", "C", "P", "O", "O", "O", "H", "H", "H", "H", "H", "H", "H", "H", "H", "H", "H", "H", "H", "H", "H", "H", "H", "H", "H", "H", "H", "H", "H", "H", "H", "H", "H", "H", "H", "H", "H", "H", "H", "C", "Cl", "Cl", "H", "H", "C", "Cl", "Cl", "H", "H", "C", "Cl", "Cl", "H", "H", "C", "Cl", "Cl", "H", "H", "C", "Cl", "Cl", "H", "H", "C", "Cl", "Cl", "H", "H", "C", "Cl", "Cl", "H", "H", "C", "Cl", "Cl", "H", "H", "C", "Cl", "Cl", "H", "H", "C", "Cl", "Cl", "H", "H", "C", "Cl", "Cl", "H", "H", "C", "Cl", "Cl", "H", "H", "C", "Cl", "Cl", "H", "H", "C", "Cl", "Cl", "H", "H", "C", "Cl", "Cl", "H", "H", "C", "Cl", "Cl", "H", "H"], "xyz": [[-1.933332, 4.529922, 0.576136], [-1.988869, 4.476773, -0.950306], [-0.742912, 4.356827, -1.591739], [-0.037679, 5.578827, -1.619428], [1.110556, 5.629448, -2.627603], [0.774965, 5.512388, -3.988510], [-0.463119, 5.803581, -4.536891], [-1.215342, 7.851773, -4.318231], [-1.540840, 4.810385, -4.277772], [-2.629699, 5.263076, -3.954493], [-3.778890, 5.432626, -3.944677], [-0.251993, 5.576977, -6.087739], [-1.296049, 6.191647, -6.993601], [1.016877, 5.894968, -6.479518], [1.846238, 6.907342, -2.395418], [2.559114, 7.522716, -3.493842], [3.680497, 7.847262, -3.328206], [1.974991, 7.865155, -4.624202], [1.265986, 7.952910, -1.661385], [1.130125, 8.043834, -0.497232], [1.018872, 9.067035, -2.391839], [2.163940, 4.431534, -2.340673], [3.195973, 5.142574, -0.472397], [3.409288, 4.348430, -3.274261], [3.284340, 4.140459, -4.802681], [3.887522, 2.786952, -5.318778], [4.523813, 5.659809, -5.807099], [1.572799, 3.129402, -2.101457], [2.006889, 2.258927, -1.010611], [1.195020, 2.398680, 0.300842], [0.833132, 0.769586, 1.018446], [0.306869, 1.012186, 2.362707], [-0.212046, -0.001044, 0.075863], [-1.351949, -0.548977, 0.771838], [-2.456080, 0.508049, 0.965950], [2.168453, -0.114896, 1.135912], [1.906728, -1.416576, 1.682448], [3.110397, -1.930300, 2.468918], [0.940760, 2.122492, -3.255147], [1.796187, 1.011121, -3.679669], [0.350151, 2.786883, -4.565886], [-0.319700, 1.473980, -2.516070], [-2.946063, 4.379671, 0.946441], [-1.306260, 3.761153, 1.020484], [-1.586033, 5.496312, 0.941020], [-2.572702, 5.337784, -1.305267], [-2.559081, 3.591513, -1.230489], [0.310299, 5.762116, -0.602127], [-0.778944, 6.367648, -1.808596], [-0.352440, 4.498665, -6.211361], [-1.278421, 5.597566, -7.917759], [-2.307993, 6.115332, -6.624521], [-1.041805, 7.197131, -7.314495], [4.052310, 5.203624, -3.100431], [4.004939, 3.520953, -2.887625], [2.320038, 4.265832, -5.269081], [4.245119, 2.192875, -4.483299], [4.646686, 2.938193, -6.070072], [3.061827, 2.212136, -5.736306], [1.750871, 1.246318, -1.323801], [3.076463, 2.187118, -0.839967], [0.220067, 2.829255, 0.106783], [1.775657, 2.934879, 1.044635], [-1.098441, -0.994218, 1.725941], [-1.741538, -1.342772, 0.137987], [-2.614187, 0.668288, 2.029808], [-3.389331, 0.121292, 0.563074], [-2.173768, 1.450191, 0.505916], [1.683320, -2.121727, 0.878647], [1.034149, -1.434847, 2.354430], [4.036333, -1.531253, 2.062890], [3.118444, -3.016768, 2.501941], [3.016778, -1.590725, 3.496144], [0.918024, 2.566380, -5.310244], [-0.155093, 0.523531, -2.440109], [-0.862424, 11.844541, -5.627466], [-2.021290, 10.912832, -4.665947], [0.693840, 11.982241, -4.809186], [-0.716057, 11.341896, -6.576622], [-1.265909, 12.837312, -5.787344], [-1.390573, -3.098437, 4.516021], [0.166233, -3.033009, 3.682001], [-2.744030, -2.841626, 3.404101], [-1.494132, -4.070921, 4.970457], [-1.408582, -2.324916, 5.275090], [0.889220, -5.634586, 7.503193], [0.047771, -4.455193, 8.513192], [-0.225626, -6.623653, 6.540650], [1.548534, -5.102192, 6.826547], [1.464184, -6.290466, 8.146224], [-1.279177, -7.788991, 2.409857], [-1.766195, -8.315527, 4.034903], [-0.630348, -6.141245, 2.313159], [-0.502429, -8.462656, 2.068457], [-2.142187, -7.852339, 1.756422], [2.123289, 0.907412, 5.831030], [3.767659, 0.423795, 6.292706], [1.244228, -0.421568, 5.085436], [1.591946, 1.226982, 6.720016], [2.187556, 1.724023, 5.120148], [5.917386, 2.788200, 1.949886], [5.058696, 4.279811, 2.352501], [4.812555, 1.536613, 1.375741], [6.644536, 3.002504, 1.175116], [6.416086, 2.426367, 2.841374], [-1.462853, -2.103114, -3.342908], [-2.537794, -2.854267, -2.154526], [0.144152, -1.850434, -2.659283], [-1.374860, -2.756647, -4.203111], [-1.882439, -1.148039, -3.639592], [-4.772889, -5.652515, -1.933622], [-4.489917, -6.068025, -3.625451], [-5.092839, -7.089393, -0.954166], [-3.890203, -5.157592, -1.547139], [-5.629777, -4.991676, -1.875616], [5.214296, 1.296757, 9.365143], [4.680491, 1.035758, 11.031203], [5.846939, 2.931336, 9.132455], [5.997500, 0.583865, 9.134641], [4.370595, 1.153359, 8.700351], [2.901266, -7.920287, 1.635009], [1.617818, -8.856834, 0.855567], [3.334763, -8.595965, 3.206966], [3.775251, -7.930629, 0.994576], [2.549707, -6.904306, 1.775533], [-4.755746, -5.709382, 8.010886], [-5.149035, -5.000284, 9.581269], [-3.008918, -5.886306, 7.789843], [-5.216403, -6.688057, 7.945360], [-5.141593, -5.062996, 7.230462], [-0.855380, -7.589844, -3.813324], [-1.116080, -6.157828, -2.816207], [0.864391, -7.982561, -3.957580], [-1.367791, -8.428176, -3.354716], [-1.256444, -7.403666, -4.802774], [-8.585144, -3.632958, 11.704595], [-8.215361, -3.120371, 10.054711], [-8.842732, -5.378695, 11.804266], [-7.753441, -3.366409, 12.346134], [-9.486087, -3.128338, 12.032634], [-0.485152, -9.828350, -0.472911], [-0.771440, -11.488682, -1.008749], [-1.939357, -8.833254, -0.623835], [-0.179642, -9.846201, 0.565862], [0.299277, -9.395303, -1.083990], [2.547968, -12.747883, -0.571108], [2.286447, -11.328539, 0.450209], [4.266958, -13.112019, -0.751591], [2.055720, -13.598665, -0.115172], [2.126029, -12.552920, -1.549977], [-4.899907, 4.479581, -7.780387], [-3.353337, 4.657184, -8.623333], [-5.724789, 2.983786, -8.230711], [-4.713725, 4.467391, -6.711840], [-5.533957, 5.319470, -8.038710]], "forces_ev_per_angstrom": [[0.00, 0.32, -0.12], [-0.57, -0.47, 0.58], [0.32, 0.10, -0.55], [-1.08, -0.23, 0.78], [0.62, -1.21, 0.93], [-0.54, 0.00, 0.56], [-0.30, -0.64, -1.87], [0.36, -0.25, 0.35], [1.22, 1.75, 1.25], [-1.11, -1.35, -1.66], [-0.08, 0.45, 0.96], [-0.75, -0.52, 0.52], [0.92, -0.33, -1.12], [0.27, 0.54, -0.15], [-1.74, 1.00, -2.19], [1.54, 0.50, 0.24], [0.45, -0.02, 0.23], [-0.96, -0.68, 0.16], [0.50, 0.97, 0.73], [-0.47, -0.77, 0.58], [0.38, -0.35, -0.42], [0.84, 0.88, 0.43], [-0.26, -0.67, -0.09], [-0.17, 0.28, -0.32], [1.31, -0.58, -0.77], [-1.06, 0.34, 0.62], [-0.35, -0.01, 0.05], [-0.02, 0.86, -0.86], [-1.02, -1.05, 0.67], [1.29, -1.17, -0.84], [0.00, 0.94, 1.26], [-0.80, 0.07, 0.76], [0.82, 0.03, 0.27], [-1.16, 0.12, -0.37], [0.25, -0.66, 0.45], [-0.37, 0.28, -0.92], [0.16, -1.20, 0.29], [-0.37, 0.61, 0.19], [-0.67, -2.16, -0.23], [1.21, -0.31, -0.21], [-0.30, 1.19, 0.51], [-0.39, 0.93, 0.02], [-0.07, 0.05, 0.10], [0.02, -0.12, -0.10], [0.04, 0.05, 0.03], [0.23, 0.13, -0.15], [0.12, -0.13, -0.18], [0.56, 0.24, -0.17], [0.30, 0.24, -0.31], [0.16, -0.15, 0.27], [0.16, 0.27, 0.38], [-0.06, 0.15, 0.30], [-0.07, 0.28, 0.41], [-0.18, 0.28, 0.03], [-0.14, -0.14, 0.09], [-0.15, 0.44, 0.37], [0.26, -0.04, -0.03], [0.14, -0.16, -0.05], [0.15, -0.24, -0.21], [0.38, 0.00, -0.39], [0.17, 0.54, -0.11], [0.00, 0.19, 0.01], [-0.31, 0.19, 0.25], [0.40, 0.06, 0.05], [0.30, -0.04, -0.16], [0.05, 0.23, 0.04], [-0.10, 0.24, -0.23], [-0.11, 0.04, -0.16], [0.00, 0.24, -0.30], [0.46, 0.69, -0.57], [0.11, -0.20, -0.14], [0.09, -0.11, -0.22], [0.24, 0.10, 0.11], [0.16, -0.23, -0.04], [-0.03, -0.19, 0.03], [0.15, 0.01, -0.09], [-0.29, 0.40, -0.01], [0.01, 0.00, -0.04], [0.01, -0.09, 0.06], [-0.04, 0.00, 0.11], [-0.10, 0.03, 0.10], [-0.27, -0.47, 0.29], [0.01, 0.00, 0.05], [-0.03, -0.26, 0.00], [0.03, 0.09, -0.08], [0.13, -0.08, -0.06], [0.06, 0.05, -0.01], [0.36, 0.12, -0.03], [-0.10, 0.03, -0.04], [-0.09, -0.03, 0.03], [-0.15, -0.19, -0.08], [0.05, 0.23, -0.15], [-0.07, -0.16, 0.22], [-0.07, 0.13, 0.18], [0.03, 0.12, 0.22], [-0.18, 0.16, -0.07], [0.01, 0.02, -0.11], [-0.02, 0.09, 0.26], [0.06, -0.08, 0.05], [0.07, -0.08, -0.07], [0.12, -0.03, -0.05], [0.12, 0.06, 0.23], [-0.02, -0.04, 0.03], [-0.09, 0.04, -0.06], [-0.09, 0.01, 0.04], [0.05, -0.04, -0.09], [-0.15, 0.03, -0.04], [0.06, 0.06, -0.10], [0.00, -0.10, 0.09], [0.01, 0.03, 0.12], [0.04, 0.06, 0.05], [-0.13, 0.04, -0.10], [0.01, 0.02, 0.06], [0.08, -0.12, -0.02], [-0.05, -0.08, -0.04], [-0.05, -0.02, 0.00], [-0.01, -0.06, -0.01], [0.02, -0.01, -0.07], [0.05, 0.04, 0.07], [0.03, 0.08, 0.13], [0.13, 0.25, 0.13], [0.94, 2.57, 0.96], [-0.01, 0.02, -0.01], [0.00, -0.13, -0.03], [-0.10, -0.04, 0.04], [0.01, -0.02, -0.05], [-0.03, -0.02, -0.01], [-0.36, 0.00, -0.06], [0.05, -0.02, 0.08], [0.06, 0.06, 0.05], [-0.15, -0.05, -0.04], [0.12, 0.12, 0.03], [0.00, -0.07, 0.01], [0.05, 0.02, 0.08], [0.08, 0.07, -0.01], [0.00, 0.04, 0.05], [-0.06, 0.11, 0.02], [-0.01, 0.00, 0.06], [0.06, -0.07, -0.06], [-0.05, -0.05, -0.07], [-0.46, -0.32, -0.39], [-0.15, -0.05, -0.11], [-0.04, -0.07, -0.18], [-0.65, -0.41, -0.22], [-0.21, -0.08, -0.16], [-0.07, -0.28, 0.17], [0.56, -1.61, -0.56], [0.04, -0.06, -0.05], [0.06, -0.05, 0.02], [0.04, 0.10, 0.01], [-0.06, 0.00, 0.04], [-0.60, -0.30, -0.30], [-0.04, 0.02, 0.05], [0.06, -0.07, -0.02], [0.02, -0.03, -0.10]], "e_above_lowest_kj_mol": 0.00, "e_homo_ev": -9.112}